Molecular formula: C19H23NO5
Method: DFT, the ωB97M-V functional and the def2-TZVPD basis

For the frontier orbital gap, the calculation gives 8.52 eV. The calculation puts the HOMO energy at -8.6 eV. For the electronic energy, the calculation gives -1168.2574 Ha. The value obtained for the relative energy (zero: lowest compared OMol25 entry of this formula, charge and spin) is 1454.9 kJ/mol.

Geometry (Å):
C (2.1143, 0.1412, -3.1175)
C (1.1857, 0.5436, -2.1203)
C (-0.1311, 0.1275, -1.7788)
N (-0.4960, 0.9643, -0.7972)
C (0.5918, 1.7445, -0.5130)
C (1.6397, 1.7286, -1.1744)
C (2.8424, 2.5714, -0.9760)
O (3.9673, 2.0950, -1.5212)
C (2.8551, 3.3645, 0.2197)
H (2.3662, 4.3107, -0.3347)
H (3.7681, 3.6142, 0.7778)
C (1.9563, 2.9775, 1.4594)
C (2.4515, 1.7750, 1.8743)
C (2.0004, 0.4940, 2.1354)
C (3.0510, -0.2277, 2.9026)
C (3.7480, 0.9893, 3.4180)
O (3.3799, 2.0977, 2.7414)
H (4.5763, 0.9257, 4.0681)
H (2.9484, -1.3211, 3.2284)
H (1.2197, 0.1210, 1.5566)
H (1.8994, 3.8114, 2.0635)
C (0.3879, 2.9285, 0.9732)
H (-0.0779, 3.7308, 0.6197)
H (-0.2936, 2.5162, 1.7083)
H (-1.2752, 0.6791, -0.2376)
C (-0.9126, -0.7914, -2.4604)
O (-0.5145, -1.4201, -3.5425)
O (-2.1128, -0.8485, -1.7394)
C (-2.9836, -1.6196, -2.3437)
C (-4.0941, -1.9971, -1.3030)
O (-3.6197, -3.0309, -0.1825)
C (-2.4186, -2.6658, 0.5145)
C (-2.8691, -1.3971, 1.4680)
H (-1.9370, -1.1726, 1.9810)
H (-2.9653, -0.4512, 0.7860)
H (-3.7979, -1.6283, 2.2202)
C (-2.1339, -3.9747, 1.3690)
H (-1.5117, -3.4460, 2.0663)
H (-2.0338, -4.6655, 0.7948)
H (-3.0583, -3.9486, 2.1920)
H (-1.8007, -2.2664, -0.1565)
H (-4.3995, -0.8424, -0.6900)
H (-4.8306, -2.4267, -1.7461)
H (-2.3781, -2.5817, -2.7078)
H (-3.3540, -1.4096, -3.1766)
H (3.0226, -0.3352, -2.7628)
H (2.4089, 0.9198, -3.9207)
H (1.6188, -0.7037, -3.8356)

Mulliken atomic charge list, values in e, 4 entries: -1.35 1.05 -0.30 0.12

Molecular formula: C19H23NO5
Method: DFT, the ωB97M-V functional and the def2-TZVPD basis

For the frontier orbital gap, the calculation gives 8.80 eV. The calculation puts the HOMO energy at -8.6 eV. For the electronic energy, the calculation gives -1168.2371 Ha. The value obtained for the relative energy (zero: lowest compared OMol25 entry of this formula, charge and spin) is 1508.2 kJ/mol.

Geometry (Å):
O (3.9908, -0.0702, -2.4763)
C (3.3721, 0.1850, -1.4786)
N (3.1907, -0.7771, -0.4335)
H (2.8888, -0.4418, 0.3567)
C (3.7456, -2.0972, -0.8241)
H (4.3414, -2.3964, 0.3143)
H (4.6195, -2.0825, -1.3754)
C (2.5139, -3.1511, -0.9476)
C (1.5017, -2.9949, 0.1507)
C (1.6674, -3.3012, 1.4123)
C (0.7266, -3.2851, 2.7133)
C (-0.1813, -2.1458, 2.2368)
C (-0.8246, -2.1224, 0.6921)
C (0.2053, -2.1945, -0.1035)
H (-0.1621, -2.6444, -1.2301)
H (0.6167, -1.0602, -0.3202)
H (-1.2854, -3.0207, 0.8243)
H (-1.5197, -1.3786, 0.7170)
H (-1.1384, -1.9684, 3.0408)
H (0.3870, -1.0235, 2.3738)
H (1.3207, -2.9746, 3.4146)
H (0.2840, -4.0811, 2.9441)
H (2.5712, -3.9543, 1.7949)
H (2.9758, -4.0655, -0.7330)
H (1.9921, -3.0574, -1.9266)
C (2.8990, 1.5354, -1.1238)
H (3.5367, 2.0197, -0.3358)
H (3.0911, 2.0648, -1.9016)
O (1.6876, 1.5997, -0.8787)
C (1.0947, 1.3833, 0.3123)
O (1.7339, 0.9009, 1.2470)
C (-0.3735, 1.3659, 0.2308)
C (-1.1869, 1.4898, -0.7645)
C (-2.4722, 1.6550, -0.8066)
C (-3.0873, 1.6773, 0.5123)
C (-2.4558, 1.4462, 1.8492)
C (-1.0636, 1.3577, 1.4669)
H (-0.3101, 1.5074, 2.7109)
H (-2.8497, 1.5547, 2.6933)
O (-4.4034, 1.6935, 0.8461)
C (-5.1541, 2.3497, -0.4067)
C (-4.4691, 1.3709, -1.4399)
H (-4.6846, 0.2930, -1.4768)
O (-3.1600, 1.7026, -1.9337)
H (-5.0827, 1.5090, -2.6223)
H (-5.0991, 3.3495, -0.7280)
H (-6.2406, 2.1382, -0.3504)
H (-0.7543, 1.6471, -1.8367)

Mulliken atomic charge list, values in e, 4 entries: -0.64 0.59 0.03 0.40

Molecular formula: C19H24BF9N2O5PS
Method: DFT, the ωB97M-V functional and the def2-TZVPD basis

The total charge is -1. For the frontier orbital gap, the calculation gives 9.40 eV. The calculation puts the HOMO energy at -6.7 eV. For the electronic energy, the calculation gives -2887.5039 Ha.

Geometry (Å):
C (2.6835, 5.0659, 1.7754)
C (3.5279, 4.4917, 0.6340)
C (2.7295, 4.1212, -0.6257)
C (2.1396, 2.7046, -0.6295)
C (0.9356, 2.4955, 0.3017)
B (0.0229, 1.1777, -0.0119)
P (0.8786, -0.5698, 0.0999)
O (0.1717, -1.6626, -0.6080)
O (2.4263, -0.4069, -0.3953)
O (1.1979, -0.9927, 1.6273)
S (-1.3700, 1.0856, 1.3116)
O (-2.0428, -0.1953, 1.3365)
O (-0.9703, 1.6924, 2.5685)
C (-2.8327, 2.1760, 0.7489)
F (-3.1464, 1.8493, -0.5282)
F (-3.8555, 1.7921, 1.5288)
C (-2.7280, 3.7461, 0.8645)
F (-1.4967, 4.1199, 1.2511)
F (-3.6008, 4.1697, 1.8021)
C (-3.0801, 4.5994, -0.3974)
F (-3.1931, 5.8821, 0.0192)
F (-4.2743, 4.2100, -0.8704)
C (-2.0765, 4.6530, -1.5834)
F (-0.9616, 5.2839, -1.2137)
F (-2.6345, 5.3472, -2.5793)
F (-1.7515, 3.4505, -2.0370)
H (1.9647, 4.3401, 2.1657)
H (2.1181, 5.9398, 1.4305)
H (3.3173, 5.3889, 2.6095)
H (4.2901, 5.2365, 0.3673)
H (4.0742, 3.6065, 0.9883)
H (1.9147, 4.8511, -0.7522)
H (3.3820, 4.2269, -1.5021)
H (1.8397, 2.4647, -1.6617)
H (2.9407, 2.0089, -0.3491)
H (0.3004, 3.3819, 0.1875)
H (1.2694, 2.4935, 1.3480)
H (-0.4951, 1.2279, -1.0953)
H (2.4515, 0.0920, -1.2249)
H (1.6546, -0.2965, 2.1180)
N (3.4268, -5.7079, 2.1690)
C (2.8912, -4.5068, 1.9423)
C (1.6861, -4.3223, 1.2829)
C (1.0056, -5.4337, 0.8233)
C (1.5487, -6.6903, 1.0397)
C (2.7550, -6.7696, 1.7210)
H (3.4548, -3.6542, 2.3056)
H (1.2664, -3.3460, 1.0880)
H (0.0867, -5.2884, 0.2716)
H (1.0558, -7.5866, 0.6860)
H (3.2137, -7.7348, 1.9142)
N (-1.4035, -5.4253, -1.4912)
C (-1.7274, -4.1309, -1.5158)
C (-2.8824, -3.6547, -2.1227)
C (-3.7325, -4.5601, -2.7349)
C (-3.3988, -5.9071, -2.7195)
C (-2.2264, -6.2865, -2.0845)
H (-1.0334, -3.4444, -1.0364)
H (-3.0988, -2.5954, -2.1076)
H (-4.6419, -4.2234, -3.2172)
H (-4.0331, -6.6494, -3.1860)
H (-1.9338, -7.3312, -2.0467)

Mulliken atomic charge list, values in e, 4 entries: -1.06 -0.46 -0.72 -0.73

Molecular formula: C19H24BN6O2S3SbSe4Zr
Method: DFT, the ωB97M-V functional and the def2-TZVPD basis

The total charge is -2. For the frontier orbital gap, the calculation gives 5.65 eV. The calculation puts the HOMO energy at -1.6 eV. For the electronic energy, the calculation gives -12330.2410 Ha. The value obtained for the relative energy (zero: lowest compared OMol25 entry of this formula, charge and spin) is 66.6 kJ/mol.

Geometry (Å):
Zr (-0.1001, -0.3246, 0.4481)
B (-2.6069, -2.0404, -1.3726)
N (-3.1647, -1.2612, -0.1424)
C (-4.4470, -1.0384, 0.1382)
C (-4.5371, -0.4718, 1.4021)
C (-3.2138, -0.3631, 1.8153)
N (-2.3904, -0.8425, 0.8814)
N (-1.7105, -1.0946, -2.2427)
C (-1.6396, -1.0949, -3.5738)
C (-0.5400, -0.3562, -3.9750)
C (0.0357, 0.0713, -2.7831)
N (-0.6842, -0.3622, -1.7455)
H (-1.9512, -2.9743, -0.9884)
H (-3.5557, -2.3621, -2.0506)
H (-5.2078, -1.3036, -0.5760)
H (-5.4221, -0.1646, 1.9310)
H (-2.8107, 0.0609, 2.7193)
H (-2.3766, -1.6322, -4.1477)
H (-0.2006, -0.1611, -4.9767)
H (0.9049, 0.6825, -2.6065)
O (0.5472, -2.1552, 0.0572)
C (1.4330, -3.0265, 0.5270)
C (1.7867, -4.1451, -0.2246)
C (2.7712, -4.9975, 0.2313)
C (3.4163, -4.7567, 1.4411)
C (3.0502, -3.6624, 2.1993)
C (2.0449, -2.7996, 1.7620)
C (1.6227, -1.6687, 2.5814)
N (0.4141, -1.0801, 2.5820)
C (0.4701, -0.1208, 3.5827)
C (1.7052, -0.1183, 4.1379)
N (2.4128, -1.1112, 3.5058)
H (1.3128, -4.2827, -1.1871)
H (3.0683, -5.8420, -0.3790)
H (4.2160, -5.4040, 1.7757)
H (3.5517, -3.4624, 3.1369)
H (-0.3657, 0.5234, 3.7906)
H (2.1594, 0.5157, 4.8775)
H (3.4482, -1.1379, 3.4235)
C (-0.2052, 4.5069, -2.9378)
S (0.5932, 3.5084, -1.6669)
C (2.3076, 3.8501, -2.0915)
H (0.0781, 4.1714, -3.9379)
H (0.0455, 5.5644, -2.8301)
H (-1.2811, 4.3801, -2.8185)
H (2.5344, 4.9118, -1.9783)
H (2.5247, 3.5330, -3.1129)
H (2.9470, 3.2799, -1.4169)
C (-3.9207, 4.2912, 0.7352)
O (-2.8361, 3.6320, 1.3715)
C (-2.2129, 2.6393, 0.6992)
S (-2.7466, 2.0983, -0.7686)
S (-0.9167, 2.0129, 1.6305)
H (-4.2452, 5.0526, 1.4423)
H (-4.7288, 3.5911, 0.5199)
H (-3.6002, 4.7474, -0.2022)
Se (5.6966, 1.7915, -0.8281)
Sb (4.6327, -0.0977, 0.2579)
Se (2.1063, 0.8455, 0.3048)
Se (5.3403, -0.3672, 2.6160)
Se (4.4406, -2.1777, -0.9633)

Mulliken atomic charge list, values in e, 4 entries: -0.08 0.32 -0.13 -0.16